Formula: C4H12N5S
Source: OMol25
Level of theory: wB97M-V/def2-TZVPD

Last column: Mulliken charge in e.
Positions of all 22 atoms, in Å:
C1 -2.00709 1.12462 -0.56096  -0.59
C2 2.85993 -0.42430 -0.62361  -0.51
C3 -2.41492 -0.66757 0.69119  -0.42
C4 1.31133 0.01667 1.11641  0.03
N1 -2.46627 0.78608 0.75116  -0.35
N2 2.27913 -0.81763 0.74970  -0.16
N3 -0.85180 0.22721 -0.78902  -0.20
N4 2.10579 0.82261 -1.03093  -0.29
N5 -1.07470 -0.82493 0.13825  -0.19
S1 1.05704 1.30164 0.20743  0.11
H1 -2.83625 0.79910 -1.21362  0.38
H2 -1.62903 2.27837 -0.85892  0.24
H3 3.98281 -0.35202 -0.44689  0.32
H4 2.84917 -1.30965 -1.36885  0.26
H5 -2.36463 -1.07556 1.74466  0.33
H6 -3.24976 -1.09858 -0.03779  0.27
H7 0.92708 0.09745 2.10120  0.41
H8 -1.96526 1.32653 1.39257  0.30
H9 2.37722 -1.74763 1.06898  0.25
H10 -0.87769 -0.18283 -1.65295  0.22
H11 2.90167 1.43832 -1.09814  0.36
H12 -0.91375 -1.71790 -0.27987  0.22

Computed properties:
frontier orbital gap	8.5	eV
highest occupied orbital energy	-11.806	eV
lowest unoccupied orbital energy	-3.35	eV
energy above the lowest of the compared OMol25 structures with the same formula, charge and spin	76.4	kcal/mol
E	-22617.4023	eV
charge	+1
strongest force on any atom	3.6	eV/A

***

Formula: C5H12S2
Source: OMol25
Level of theory: wB97M-V/def2-TZVPD

Last column: Mulliken charge in e.
Positions of all 19 atoms, in Å:
C1 2.07716 -0.59076 -0.00913  -0.18
C2 2.87127 0.46237 -0.79899  -1.10
C3 1.26466 -0.00290 1.13530  -0.88
S1 0.34110 1.58582 0.70127  -0.36
S2 -1.23457 1.26273 -0.72704  -0.46
C4 -2.06965 -0.15280 0.08443  -0.35
C5 -3.55619 -0.20004 -0.24712  -1.08
H1 1.38099 -1.03286 -0.73709  0.12
H2 2.76362 -1.38033 0.33687  0.35
H3 3.09037 1.36645 -0.23329  0.27
H4 3.80933 0.07266 -1.22390  0.33
H5 2.28188 0.78063 -1.63741  0.30
H6 1.83391 0.17190 2.02979  0.34
H7 0.44039 -0.62465 1.44273  0.32
H8 -1.91600 -0.10068 1.16260  0.26
H9 -1.51980 -1.04321 -0.19904  0.27
H10 -4.20209 -0.25408 0.62360  0.31
H11 -3.83129 0.70500 -0.79988  0.26
H12 -3.82509 -1.02522 -0.90372  0.27

Computed properties:
frontier orbital gap (spin up / spin down)	3.6 / 7.0	eV
highest occupied orbital energy (spin up / spin down)	0.311 / -3.123	eV
lowest unoccupied orbital energy (spin up / spin down)	3.90 / 3.83	eV
energy above the lowest of the compared OMol25 structures with the same formula, charge and spin	5.4	kcal/mol
multiplicity	2
E	-27049.2104	eV
charge	-1
strongest force on any atom	3.3	eV/A

***

Formula: C5H6O
Source: OMol25
Level of theory: wB97M-V/def2-TZVPD

Last column: Mulliken charge in e.
Positions of all 12 atoms, in Å:
O1 -2.02142 -1.34484 -0.68577  -0.61
C1 -1.00074 -0.74408 -0.41351  0.43
C2 0.39593 -1.13951 -0.62812  -0.68
C3 1.23571 -0.17533 -0.16273  -0.29
C4 0.49614 0.94341 0.44206  -0.38
C5 -0.96406 0.65130 0.22828  -0.38
H1 0.70048 -2.10153 -1.01232  0.42
H2 0.94245 0.08681 1.36594  0.16
H3 2.32756 -0.18771 -0.19900  0.44
H4 0.88627 1.97145 0.42832  0.37
H5 -1.58776 0.69554 1.12467  0.27
H6 -1.41054 1.34450 -0.48782  0.26

Computed properties:
frontier orbital gap	9.6	eV
highest occupied orbital energy	-8.932	eV
lowest unoccupied orbital energy	0.68	eV
energy above the lowest of the compared OMol25 structures with the same formula, charge and spin	41.3	kcal/mol
SMILES	O=C1C=CCC1
E	-7327.4949	eV
strongest force on any atom	3.7	eV/A

***

Formula: C34H96N6O16
Source: OMol25
Level of theory: wB97M-V/def2-TZVPD

Last column: Mulliken charge in e.
Positions of all 152 atoms, in Å:
C1 1.22197 4.31725 -4.46798  -1.53
C2 0.23931 4.44503 -3.25839  0.54
C3 -0.96771 3.51527 -3.41719  0.01
O1 -1.92105 3.81463 -4.47859  -0.50
C4 -2.75119 2.77733 -4.88576  -0.60
N1 0.94006 4.29401 -2.04851  -0.39
H1 2.04996 5.01877 -4.36605  0.39
H2 0.53961 4.48017 -5.30221  0.48
H3 1.66898 3.33804 -4.63953  0.17
H4 -0.18819 5.44306 -3.35477  0.42
H5 -1.63684 3.45694 -2.55873  0.27
H6 -0.46339 2.57488 -3.63953  0.06
H7 -3.39035 2.32596 -4.12691  0.14
H8 -2.20824 2.08268 -5.52668  0.27
H9 -3.40253 3.41597 -5.48241  0.38
H10 1.66908 3.59591 -2.08424  0.20
H11 0.26988 3.94123 -1.38030  -0.38
C5 -2.14885 -2.14642 1.49882  -0.71
C6 -1.51353 -2.75617 2.73368  0.69
C7 -2.29700 -2.33728 3.96994  -1.02
O2 -3.63590 -2.71781 3.78105  -0.27
C8 -4.43930 -2.57052 4.93706  -0.89
N2 -1.68459 -4.19648 2.41999  -0.87
H12 -3.23307 -2.15928 1.38742  0.42
H13 -1.51772 -2.48856 0.67863  0.25
H14 -1.97236 -1.08386 1.66591  -0.15
H15 -0.47123 -2.50570 2.93105  0.42
H16 -2.13669 -1.27659 4.16316  0.22
H17 -1.89941 -2.94109 4.78568  0.59
H18 -5.47130 -2.39055 4.63593  0.24
H19 -4.09744 -1.86085 5.69046  0.33
H20 -4.53328 -3.57289 5.35481  0.32
H21 -1.15155 -4.46862 1.60642  -0.03
H22 -2.62728 -4.23796 2.05983  0.30
C9 8.80197 2.52475 -0.86044  -1.48
C10 8.95097 1.11640 -0.50530  0.80
C11 7.64929 0.37560 0.01988  -0.55
O3 6.92498 1.06469 1.06742  -0.37
C12 5.75228 1.82154 0.56662  0.06
N3 9.36740 0.49856 -1.71444  -0.72
H23 9.73908 2.95638 -1.21203  0.42
H24 8.47778 3.17210 -0.04562  0.28
H25 8.05767 2.47969 -1.65548  0.32
H26 9.67700 1.00602 0.30018  0.24
H27 7.73944 -0.63234 0.42489  0.35
H28 7.02620 0.29731 -0.87103  0.07
H29 5.18161 1.35146 -0.23430  -0.13
H30 5.98634 2.79410 0.13367  0.35
H31 4.93786 1.81370 1.29103  -0.13
H32 9.74540 -0.42738 -1.57352  0.21
H33 10.18819 0.90931 -2.13597  0.24
C13 1.87257 -6.83671 0.37082  -1.49
C14 0.48641 -6.23336 0.77100  0.44
C15 0.16551 -5.15169 -0.42443  -1.35
O4 0.96728 -3.96019 -0.03444  -0.12
C16 1.44750 -3.31027 -1.23382  -0.63
N4 -0.44413 -7.32244 0.81410  -0.73
H34 2.43978 -7.34807 1.14856  0.43
H35 2.52535 -6.02602 0.04714  0.26
H36 1.79726 -7.65177 -0.34897  0.40
H37 0.48307 -5.65763 1.69654  0.42
H38 -0.89474 -4.91167 -0.50417  0.52
H39 0.44646 -5.54094 -1.40302  0.63
H40 1.91406 -2.35304 -1.00115  0.05
H41 0.62814 -3.05822 -1.90704  0.18
H42 2.01020 -4.03020 -1.82810  0.51
H43 -0.61815 -7.58528 -0.14545  0.31
H44 0.16730 -8.09074 1.05065  0.34
C17 -4.08409 1.07524 0.50633  -1.10
C18 -5.38752 0.53474 -0.17235  1.50
C19 -5.98493 -0.73269 0.53131  -0.32
O5 -6.33254 -1.65665 -0.49311  -0.30
C20 -6.73194 -2.91637 -0.09864  -0.81
N5 -6.30780 1.63915 -0.13312  -0.85
H45 -3.85400 2.05160 0.07984  0.29
H46 -3.25989 0.38093 0.34283  -0.35
H47 -4.22148 1.17026 1.58345  0.64
H48 -5.32398 0.24012 -1.21985  -0.34
H49 -6.87961 -0.62995 1.14540  0.52
H50 -5.16631 -1.08455 1.15912  -0.27
H51 -6.54951 -3.54512 -0.97013  0.22
H52 -7.80977 -2.82846 0.03793  0.29
H53 -6.16988 -3.29754 0.75395  0.33
H54 -7.22530 1.21790 -0.16217  0.33
H55 -6.26934 2.04883 -1.05550  0.31
C21 -2.30740 -0.15033 -2.96756  -0.33
C22 -3.22734 -1.12006 -3.70323  1.03
C23 -3.59295 -2.39037 -2.85684  -0.79
O6 -2.47136 -3.27912 -2.63467  0.02
C24 -2.34728 -4.13499 -3.70494  -0.96
N6 -4.33610 -0.26806 -4.01644  -0.67
H56 -2.82148 0.28720 -2.11176  -0.06
H57 -2.00761 0.64841 -3.64597  -0.31
H58 -1.47349 -0.63736 -2.46210  -0.07
H59 -2.83014 -1.45347 -4.66196  0.33
H60 -4.51643 -2.82824 -3.23571  0.44
H61 -3.71092 -2.09841 -1.81331  -0.06
H62 -1.82694 -3.80556 -4.60429  0.27
H63 -3.34168 -4.46075 -4.01012  0.40
H64 -1.84001 -4.99460 -3.26694  0.23
H65 -5.20039 -0.77615 -3.89418  0.34
H66 -4.42742 0.46783 -3.33071  0.01
C25 -0.62631 4.17306 1.36392  -0.21
C26 -1.39419 5.32089 0.74804  -0.43
O7 -2.59166 5.53971 1.44478  -0.64
O8 -1.33823 2.91766 1.33107  -0.18
H67 -0.41929 4.27350 2.42935  0.09
H68 0.37144 4.11155 0.92937  0.28
H69 -1.62506 5.10943 -0.29603  0.21
H70 -0.88000 6.27869 0.82759  0.38
H71 -3.11971 4.77090 1.21738  0.34
H72 -0.93075 2.37781 0.64981  0.06
C27 3.30379 1.14930 4.10306  -0.45
C28 3.26744 2.57387 3.59208  -0.61
O9 2.16203 2.92534 2.72112  -0.56
O10 3.79914 0.15416 3.14187  -0.42
H73 2.27054 0.89010 4.33391  0.14
H74 3.79940 1.17991 5.07339  0.49
H75 4.18195 2.87287 3.07986  0.43
H76 3.06228 3.30832 4.37091  0.43
H77 2.09893 2.19047 2.10664  0.26
H78 4.34941 -0.55163 3.48923  0.22
C29 4.17794 0.31167 -2.93691  -0.60
C30 3.41635 1.67028 -3.00017  -0.53
O11 2.01483 1.38297 -3.01732  -0.33
O12 3.94895 -0.51382 -4.00068  -0.60
H79 3.97408 -0.28967 -2.05095  0.33
H80 5.24796 0.47069 -3.07065  0.37
H81 3.99251 2.15077 -3.79091  0.32
H82 3.56335 2.28022 -2.10884  0.39
H83 1.78248 0.82733 -3.76490  0.22
H84 4.30601 -1.39750 -3.88576  0.35
C31 0.79155 0.09975 1.11918  0.17
C32 0.09778 0.26764 -0.26053  -0.24
O13 -0.18567 1.60979 -0.66289  1.38
O14 2.10259 0.63384 1.08126  -0.42
H85 1.03315 -0.93807 1.34867  0.70
H86 0.17350 0.55255 1.89448  -0.53
H87 -0.85529 -0.24532 -0.13162  -0.69
H88 0.64954 -0.25700 -1.04054  0.52
H89 0.47618 1.94231 -1.27361  -0.68
H90 2.68645 0.11899 1.64309  0.16
C33 -1.66833 1.34217 5.62268  -0.03
C34 -0.45004 2.16592 5.03148  0.35
O15 0.54291 2.67258 5.96771  -0.42
O16 -2.16880 2.07893 6.73507  -0.53
H91 -1.36876 0.36015 5.98874  0.15
H92 -2.52310 1.31301 4.94694  0.12
H93 -0.71343 3.05325 4.45581  0.20
H94 -0.04880 1.43870 4.32561  -0.39
H95 0.09879 2.93186 6.77834  0.28
H96 -1.43488 2.54694 7.13994  0.27

Computed properties:
frontier orbital gap	8.9	eV
highest occupied orbital energy	-8.759	eV
lowest unoccupied orbital energy	0.15	eV
energy above the lowest of the compared OMol25 structures with the same formula, charge and spin	133.0	kcal/mol
SMILES	COC[C@H](C)N.COC[C@H](C)N.COC[C@H](C)N.COC[C@H](C)N.COC[C@H](C)N.COC[C@H](C)N.OCCO.OCCO.OCCO.OCCO.OCCO
E	-78504.4161	eV
strongest force on any atom	3.7	eV/A